(1)
Computed, not measured: a molecular structure, C32H45BrMgN2P2 in a non-equilibrium geometry, with ωB97M-V/def2-TZVPD.

Last column: Löwdin charge in e.
Positions of all 83 atoms, in Å:
Br  0.1296  5.5582  -4.7946  0.801
P  1.7823  0.6836  -1.3445  0.958
P  -0.5853  -2.3279  -0.5098  0.941
Mg  -0.0855  0.0072  0.0064  0.366
N  0.4712  0.2193  2.0076  0.157
N  -4.9809  -0.6872  2.8778  0.100
C  0.4484  -0.1615  7.4499  -0.029
C  1.6753  -0.0680  5.3499  -0.012
C  -4.9881  -0.7629  1.5346  -0.118
C  -1.6795  2.1397  -3.2018  -0.023
C  -4.0261  -0.1808  0.7046  -0.023
C  -0.2382  4.3290  -2.2209  -0.102
C  1.6595  -0.1783  6.7512  -0.030
C  -2.6311  -3.1863  1.2803  -0.143
C  -3.9788  0.0289  3.4211  -0.115
C  1.9166  -3.6415  0.0534  -0.146
C  3.1880  -0.5596  -1.4068  -0.385
C  2.6263  0.9804  -4.1674  -0.113
C  3.3824  3.1703  -1.5730  -0.120
C  -1.3747  2.1881  -1.8207  -0.242
C  -2.9724  0.6570  2.6826  -0.026
C  4.6360  -0.0880  -1.5900  -0.122
C  0.4765  0.0616  4.6345  -0.191
C  -0.7497  -0.0503  6.7516  -0.036
C  -0.7356  0.0487  5.3597  -0.015
C  1.4855  1.0859  -3.1485  -0.369
C  -0.5163  4.2194  -3.5945  -0.658
C  -2.2955  -3.0344  -0.2081  -0.375
C  -0.6718  3.3260  -1.3522  -0.039
C  -2.9488  0.5425  1.2703  -0.216
C  -1.2567  3.1372  -4.0882  -0.093
C  2.5800  2.2410  -0.6543  -0.374
C  0.4009  -3.7522  0.2168  -0.378
C  0.4744  0.1635  3.1734  -0.033
C  -1.9114  1.2099  0.4741  -0.116
C  -1.8081  1.0952  -0.9378  -0.115
C  -0.3874  -2.7320  -2.3291  -0.375
C  -1.2429  -1.8422  -3.2359  -0.144
H  2.5857  -0.2772  7.3001  0.118
H  -4.1267  -0.2684  -0.3813  0.113
H  -2.3829  -4.0052  -0.7351  0.104
H  -3.9825  0.1111  4.5176  0.120
H  2.9025  -1.2751  -2.2011  0.076
H  4.7934  0.4295  -2.5491  0.063
H  0.6827  -2.5801  -2.5623  0.071
H  3.1933  1.9048  0.2035  0.086
H  1.7370  2.7988  -0.2141  0.049
H  2.2171  -3.6329  -1.0084  0.072
H  2.7627  3.5307  -2.4115  0.068
H  3.4470  1.6831  -3.9523  0.066
H  -1.6814  0.1110  4.8767  0.063
H  0.3180  5.1907  -1.8414  0.122
H  -3.6934  -3.4484  1.4203  0.089
H  4.2761  2.6806  -1.9920  0.067
H  -1.0250  -0.7790  -3.0373  0.022
H  -0.4447  3.4158  -0.2856  0.112
H  3.0496  -0.0383  -4.2088  0.076
H  4.9388  0.5989  -0.7805  0.077
H  2.6216  -0.0849  4.8277  0.121
H  0.1479  -3.7889  1.2917  0.080
H  0.4329  -0.2420  8.5302  0.123
H  -1.0402  -2.0464  -4.3023  0.096
H  -0.6118  -3.8042  -2.4946  0.104
H  -1.4893  3.0698  -5.1546  0.122
H  2.4298  -4.4900  0.5401  0.093
H  -2.4476  -2.2438  1.8229  0.056
H  -1.6938  -0.0445  7.2855  0.122
H  -5.8222  -1.3230  1.0878  0.129
H  3.1051  -1.1250  -0.4657  0.043
H  -2.4582  0.3648  -1.4325  0.113
H  0.0237  -4.6933  -0.2295  0.104
H  3.7214  4.0594  -1.0099  0.093
H  0.6599  0.4196  -3.4512  0.056
H  -1.5138  2.1178  0.9447  0.131
H  2.2856  -2.7088  0.5111  0.050
H  -2.2522  1.2907  -3.5908  0.126
H  -2.0266  -3.9802  1.7528  0.075
H  -2.2011  1.2397  3.1978  0.106
H  2.2427  1.2185  -5.1763  0.093
H  1.0588  2.1022  -3.1580  0.050
H  -2.3216  -2.0033  -3.0628  0.081
H  5.3235  -0.9533  -1.5588  0.093
H  -3.0098  -2.3394  -0.6825  0.058

## Properties
Largest force on an atom: 3.61 eV Å⁻¹
Electronic energy: -4812.2170 hartree
HOMO-LUMO gap: 6.809 eV
Highest occupied orbital energy: -13.87 eV
Total charge: +2


(2)
Computed, not measured: a molecular structure, C32H46AuClN3O2 in a non-equilibrium geometry, with ωB97M-V/def2-TZVPD.

Last column: Löwdin spin population.
Positions of all 85 atoms, in Å:
Au  0.2710  -0.5730  -0.5695  0.449
Cl  0.5490  -3.5220  -0.4671  0.009
O  -0.9013  -2.3045  -4.2007  0.007
O  2.8505  0.0279  2.7465  0.063
N  1.1828  -0.5400  1.3984  0.116
N  -1.2380  1.8385  -0.2108  0.030
N  -0.9116  -1.2243  -2.2730  0.051
C  -4.3290  2.2806  3.6262  0.004
C  1.7437  -0.3918  3.6262  0.013
C  4.2151  -2.0062  -0.6952  0.017
C  -0.3290  3.9911  -1.0023  0.039
C  -2.2956  -2.3664  -3.7500  0.006
C  5.2488  -2.1476  0.3733  0.010
C  1.1977  -1.2489  -3.6118  0.023
C  -1.4480  2.2239  1.1439  0.017
C  -2.7053  3.4439  -1.4475  0.012
C  -1.8943  2.9265  3.8175  0.004
C  -2.4932  -2.9232  -1.3370  0.005
C  3.3112  0.1707  0.3627  0.108
C  -2.2764  -1.8068  -2.3352  0.014
C  0.5359  3.6508  4.0347  0.012
C  -0.8626  2.1557  -2.5807  0.030
C  4.1279  -2.8718  -1.7918  -0.004
C  -0.6169  3.0746  3.2648  0.003
C  0.8205  -1.1650  2.6873  0.020
C  -3.3398  -0.7432  -2.1246  0.012
C  -0.6511  -0.9895  3.0095  0.011
C  1.2117  -2.6330  2.7455  0.004
C  -0.2223  -1.5870  -3.3250  0.012
C  3.2437  -0.9930  -0.5637  0.066
C  2.4164  -0.1082  1.5000  0.169
C  2.1498  -1.7319  -2.5704  0.044
C  2.9922  -3.6728  -3.9121  0.006
C  -2.9446  2.3963  3.0584  0.004
C  -1.2971  2.8491  -1.2952  0.004
C  -2.7006  2.0118  1.7365  0.005
C  3.1133  -2.7428  -2.7491  0.025
C  2.0963  -1.1179  -1.3241  0.330
C  -0.4022  2.7190  1.9303  0.012
H  0.7536  -3.1905  1.9179  0.000
H  -3.2447  0.0432  -2.8808  0.001
H  0.7000  3.6144  -0.9328  0.030
H  -4.8241  3.2581  3.6976  0.001
H  -2.0607  3.2442  4.8515  0.001
H  1.4880  3.2690  3.6449  0.006
H  2.9099  1.0634  -0.1413  0.068
H  0.5782  4.7470  3.9464  0.002
H  -3.2698  -0.3194  -1.1160  0.005
H  -1.8220  1.0122  -0.4162  0.017
H  -2.6172  -2.5246  -0.3254  0.004
H  -4.3247  -1.2156  -2.2317  0.002
H  -1.6276  -3.6048  -1.3229  0.000
H  4.8774  -3.6568  -1.9222  0.000
H  -4.9511  1.6516  2.9823  0.001
H  0.8827  -3.0303  3.7168  0.001
H  -0.8338  -1.3992  4.0125  0.001
H  -1.0127  2.8421  -3.4244  0.004
H  1.4560  -1.6479  -4.5932  0.001
H  5.9134  -2.9900  0.1618  0.002
H  -3.4070  -3.4681  -1.6259  0.000
H  5.8560  -1.2383  0.4705  0.001
H  1.2432  -0.1446  -3.6225  0.013
H  -1.4357  1.2390  -2.7723  0.001
H  -0.3709  4.6987  -1.8438  0.004
H  -2.8991  -1.7501  -4.4308  0.001
H  0.4675  3.3976  5.0980  0.001
H  1.9747  -4.0900  -3.9564  0.001
H  -4.3211  1.8485  4.6324  0.000
H  -2.9843  4.0251  -0.5592  0.002
H  -2.7028  4.1240  -2.3113  0.003
H  3.1931  -3.1597  -4.8638  0.002
H  0.2063  1.9015  -2.5259  0.019
H  4.7650  -2.3290  1.3454  0.002
H  2.1738  -0.9724  4.4530  0.004
H  4.3209  0.3546  0.7266  0.006
H  3.7055  -4.4987  -3.8087  0.001
H  2.3045  -2.7393  2.6775  0.001
H  0.5870  2.8377  1.4805  0.008
H  -2.6130  -3.4125  -3.8206  0.001
H  -3.5033  1.5790  1.1326  0.002
H  1.2597  0.5194  4.0174  0.003
H  -0.5923  4.5435  -0.0917  0.002
H  -0.8924  0.0785  3.0063  0.002
H  -3.4561  2.6667  -1.6365  0.002
H  -1.2680  -1.5272  2.2792  0.006

## Properties
Largest force on an atom: 2.56 eV Å⁻¹
2S+1: 3
Electronic energy: -2157.5287 hartree
HOMO-LUMO gap (spin up / spin down): 2.282 / 6.707 eV
Highest occupied orbital energy (spin up / spin down): 0.24 / -4.32 eV
Total charge: -1


(3)
Computed, not measured: a molecular structure, C32H46B2CoF2NO2P2Te, with ωB97M-V/def2-TZVPD.

Last column: Löwdin spin population.
Positions of all 89 atoms, in Å:
Te  3.5140  -0.1839  0.4263  0.055
Co  0.6800  0.2757  0.3243  2.533
P  0.6043  -1.8289  1.6433  0.050
P  0.3515  1.8910  -1.4322  0.059
F  -0.8727  -2.1670  -3.0382  0.119
F  1.3564  -2.6680  -3.0303  0.130
O  1.5285  2.5412  2.4254  0.015
O  -0.5446  1.6484  2.8139  0.009
N  -1.2346  -0.1729  0.0003  0.110
C  -3.2468  -0.6046  1.3531  0.008
C  -0.1601  -3.9002  -0.0234  0.023
C  1.2382  -4.6748  1.8849  0.005
C  -1.9394  0.3814  -1.0656  0.014
C  -0.5420  4.0140  5.6314  0.000
C  -0.2779  2.6043  3.7574  0.003
C  -1.9136  -2.5772  2.7311  0.000
C  -1.2011  -1.7801  1.8320  0.008
C  -1.0658  3.0159  4.8071  0.000
C  -3.8559  0.5029  -2.5623  0.001
C  0.7159  4.5591  5.3958  0.000
C  1.8629  -0.5000  3.8439  0.003
C  1.5820  4.2731  -0.5842  0.002
C  1.5034  4.1283  4.3257  0.000
C  0.2386  3.7043  -1.0474  0.006
C  -3.3260  1.6149  -3.2160  0.006
C  2.6917  1.7711  -2.9521  0.002
C  -0.8492  3.9967  -0.0152  0.002
C  -3.2661  -2.4031  2.9556  0.009
C  0.6681  0.8463  -4.0496  0.037
C  4.3582  -1.3284  -1.1527  0.016
C  0.9737  3.1432  3.5260  0.005
C  -3.9130  -1.3642  2.2917  0.000
C  -2.0720  2.0499  -2.8370  0.001
C  0.7320  -2.6017  4.4621  0.002
C  1.1780  1.9337  -3.1101  0.023
C  -1.3633  1.4364  -1.8031  0.008
C  1.4442  -1.8747  3.3201  0.006
C  -3.1828  -0.1022  -1.5221  0.005
C  -1.8993  -0.8473  1.0249  0.007
C  0.9726  -3.5150  0.9281  0.019
C  4.7036  1.5388  0.0966  0.008
B  0.5892  1.5774  1.9653  0.063
B  0.3313  -1.9844  -2.5562  0.541
H  0.9961  0.0546  4.2054  0.001
H  0.3455  -4.9226  2.4615  0.000
H  -3.8668  2.1033  -4.0149  0.000
H  1.3525  -2.5319  5.3591  0.000
H  -2.0408  2.5809  4.9784  0.000
H  2.9152  0.7712  -2.5745  0.001
H  -3.6101  -0.9795  -1.0582  0.000
H  -1.6149  2.8796  -3.3681  0.000
H  -0.6351  3.5190  0.9413  0.002
H  0.6841  -0.1090  -3.5116  0.039
H  -1.8290  3.6544  -0.3465  0.000
H  2.3606  -2.4242  3.0733  0.001
H  2.4836  4.5432  4.1340  0.000
H  2.3732  0.1083  3.1019  0.002
H  4.8021  1.7045  -0.9729  0.000
H  4.1796  2.3750  0.5557  0.000
H  -0.0424  4.1847  -1.9909  0.001
H  2.0557  -4.4852  2.5793  0.000
H  0.1474  -4.7061  -0.6927  0.000
H  3.6588  -2.1255  -1.3973  0.001
H  2.5426  -0.6369  4.6886  0.000
H  0.9671  2.9176  -3.5419  0.004
H  -3.7950  -3.0354  3.6555  0.001
H  1.5016  -5.5615  1.3023  0.001
H  3.1269  2.4882  -2.2591  0.000
H  -4.9529  -1.1484  2.5052  0.000
H  -0.9003  5.0734  0.1617  0.000
H  1.3219  0.7497  -4.9185  0.001
H  3.1877  1.8898  -3.9182  0.000
H  1.8821  -3.3463  0.3383  0.003
H  4.4946  -0.6898  -2.0221  0.000
H  -1.3939  -3.3531  3.2747  0.000
H  -0.3542  1.0033  -4.3846  0.000
H  -3.7669  0.2017  0.8565  0.000
H  -1.1259  4.3686  6.4703  0.000
H  5.3073  -1.7463  -0.8315  0.002
H  2.3639  4.1620  -1.3349  0.000
H  1.0920  5.3325  6.0521  0.000
H  -4.8111  0.0988  -2.8751  0.000
H  0.5560  -3.6580  4.2673  0.000
H  1.4791  5.3410  -0.3788  0.000
H  -0.2219  -2.1261  4.6868  0.000
H  -1.0355  -4.2275  0.5389  0.001
H  -0.4947  -3.0497  -0.6237  0.023
H  5.6771  1.4061  0.5581  0.002
H  1.9074  3.7851  0.3360  0.001

## Properties
Energy above the lowest of the compared OMol25 structures with the same formula, charge and spin: 4.9 kcal/mol
Largest force on an atom: 0.31 eV Å⁻¹
2S+1: 5
Electronic energy: -4035.2216 hartree
HOMO-LUMO gap (spin up / spin down): 6.825 / 5.803 eV
Highest occupied orbital energy (spin up / spin down): -6.56 / -6.83 eV
Total charge: 0


(4)
Computed, not measured: a molecular structure, C32H46Br3F3NO18S2 in a non-equilibrium geometry, with ωB97M-V/def2-TZVPD.

Last column: Löwdin charge in e.
Positions of all 105 atoms, in Å:
Br  1.7452  2.1390  0.6500  0.455
Br  -6.8915  -1.1563  -0.9435  0.685
Br  -6.1179  0.5214  1.5801  0.672
S  -1.5677  2.7158  -0.7865  0.663
S  0.7562  0.9886  -0.9920  0.331
F  -4.2239  -0.2787  -1.4505  -0.049
F  -6.0455  1.0092  -2.5791  -0.093
F  -6.8038  2.3950  -0.4319  -0.092
O  -0.7589  3.7487  -1.6405  -0.450
O  2.0918  -0.4329  -8.8699  0.081
O  4.9105  -5.7097  1.4191  0.085
O  1.9815  -0.9269  -6.6396  0.023
O  7.0802  -5.4857  0.7316  0.036
O  5.5241  -1.4118  3.0949  0.076
O  4.2916  3.6240  6.5259  0.091
O  -3.5192  3.6937  2.7384  0.093
O  -4.8288  5.5077  2.2642  0.020
O  -9.7845  -2.6878  -4.6576  0.096
O  -1.9134  -0.4303  3.1882  0.030
O  -2.5625  -2.5135  3.8735  0.083
O  -1.4505  3.2107  0.7054  -0.469
O  -8.2991  -1.0103  -4.1992  0.002
O  1.1487  -0.5178  -0.8417  -0.478
O  4.4319  1.4016  7.0476  0.024
O  1.3551  1.4770  -2.3519  -0.470
O  4.9057  -1.1681  0.9066  0.034
N  -0.9875  1.0841  -1.0142  -0.373
C  4.0416  -1.8707  0.0148  -0.156
C  2.0117  1.2415  -5.7815  -0.169
C  -9.3486  -0.9669  -6.3018  -0.093
C  0.3509  -0.8533  2.8226  -0.176
C  7.4934  -7.6914  0.0961  -0.171
C  4.9369  -1.8192  2.1063  -0.438
C  7.9830  -6.2737  -0.0429  -0.168
C  -8.1338  -0.0742  -6.3290  -0.169
C  6.0024  -7.5140  0.2330  -0.081
C  5.7285  0.6831  5.2470  -0.180
C  -4.2479  2.2989  0.1427  -0.199
C  -0.7711  0.1058  2.5224  -0.185
C  -1.7236  -1.7660  3.3987  -0.461
C  1.6840  -0.1916  -5.4536  -0.167
C  -5.6498  1.5006  -0.1453  -0.620
C  5.2537  0.3134  6.6278  -0.169
C  -7.8769  0.1781  -4.8664  -0.179
C  -3.7736  4.8804  2.8618  -0.446
C  3.9739  -3.2765  0.5516  -0.166
C  -5.5702  0.3469  -1.3070  -0.593
C  1.9572  -0.0797  -7.7101  -0.468
C  -9.1869  -1.6784  -4.9926  -0.460
C  5.9039  -6.1637  0.8758  -0.437
C  1.6969  1.3239  -7.2537  -0.094
C  -3.9134  7.0271  3.7785  -0.174
C  4.1130  -3.0693  2.0386  -0.084
C  -4.7576  6.9064  2.5369  -0.174
C  -0.3638  -2.1772  2.9212  -0.088
C  4.7649  2.5163  6.3329  -0.462
C  -2.9601  5.8667  3.6438  -0.078
C  5.8196  2.1864  5.3205  -0.086
C  -3.4337  2.7846  -1.1940  -0.203
H  2.3522  2.0327  -7.7651  0.127
H  -0.4591  -2.6619  1.9456  0.138
H  -5.7653  7.3043  2.6884  0.125
H  3.0588  -3.8025  0.2668  0.128
H  -6.8173  0.3584  -4.6634  0.115
H  -7.2877  -0.6187  -6.7657  0.124
H  6.6701  0.2006  4.9720  0.119
H  -2.6804  5.4620  4.6191  0.133
H  0.1216  -2.8427  3.6389  0.125
H  -3.5755  2.1101  -2.1397  0.102
H  5.5051  -7.4835  -0.7404  0.139
H  -4.5480  3.2928  0.7318  0.122
H  -0.9888  0.1686  1.4510  0.098
H  -3.6940  3.9046  -1.4954  0.135
H  4.6281  -3.9072  2.5139  0.109
H  -2.0714  6.1351  3.0657  0.142
H  1.1430  -0.8386  2.0693  0.091
H  -3.4140  7.9956  3.8671  0.118
H  7.7828  -8.3309  -0.7420  0.120
H  -0.5614  1.1105  2.9009  0.124
H  6.7917  2.5173  5.6963  0.132
H  4.4533  -1.8402  -0.9982  0.131
H  5.5632  -8.2863  0.8687  0.133
H  0.8010  -0.6059  3.7918  0.123
H  5.5988  2.6493  4.3559  0.133
H  6.0811  0.2065  7.3372  0.124
H  -8.4604  1.0210  -4.4812  0.134
H  7.8963  -8.1346  1.0149  0.123
H  -10.2773  -0.3899  -6.2827  0.134
H  0.6461  1.5687  -7.4321  0.134
H  3.0636  -1.3780  0.0153  0.093
H  4.6683  -0.6107  6.6242  0.129
H  4.9725  0.3969  4.5057  0.107
H  3.1464  -2.8866  2.5162  0.130
H  9.0001  -6.1538  0.3414  0.129
H  4.8274  -3.8569  0.1803  0.098
H  -3.5774  1.6873  0.9179  0.125
H  0.6250  -0.3312  -5.2124  0.134
H  -9.3472  -1.6718  -7.1364  0.129
H  2.2892  -0.5691  -4.6242  0.130
H  3.0820  1.4227  -5.6242  0.125
H  7.9517  -5.9229  -1.0798  0.131
H  -8.2780  0.8434  -6.9054  0.119
H  -4.5395  6.8866  4.6680  0.121
H  -4.3040  7.4076  1.6754  0.129
H  1.4551  1.9602  -5.1741  0.119

## Properties
Energy above the lowest of the compared OMol25 structures with the same formula, charge and spin: 84.6 kcal/mol
Largest force on an atom: 7.12 eV Å⁻¹
Electronic energy: -11473.9959 hartree
HOMO-LUMO gap: 8.310 eV
Highest occupied orbital energy: -6.57 eV
Total charge: -1